{
  "formula": "C30H53F24MgN5O26S8",
  "method": "wB97M-V/def2-TZVPD",
  "total_charge": -3,
  "spin_multiplicity": 2,
  "homo_lumo_gap_ev": [2.088, 6.954],
  "s_squared": 0.755,
  "elements": ["Mg", "C", "F", "F", "F", "S", "O", "O", "N", "S", "O", "O", "C", "F", "F", "F", "C", "F", "F", "F", "S", "O", "O", "N", "S", "O", "O", "C", "F", "F", "F", "C", "F", "F", "F", "S", "O", "O", "N", "S", "O", "O", "C", "F", "F", "F", "C", "F", "F", "F", "S", "O", "O", "N", "S", "O", "O", "C", "F", "F", "F", "C", "O", "C", "C", "O", "C", "C", "O", "C", "H", "H", "H", "H", "H", "H", "H", "H", "H", "H", "H", "H", "H", "H", "C", "O", "C", "C", "O", "C", "C", "O", "C", "H", "H", "H", "H", "H", "H", "H", "H", "H", "H", "H", "H", "H", "H", "C", "O", "C", "C", "O", "C", "C", "O", "C", "H", "H", "H", "H", "H", "H", "H", "H", "H", "H", "H", "H", "H", "H", "C", "C", "C", "O", "C", "N", "H", "H", "H", "H", "H", "H", "H", "H", "H", "H", "H"],
  "coordinates": [[-3.23676, 1.31115, -1.19095], [-2.56953, 5.68043, 3.69482], [-1.84399, 4.55508, 3.77971], [-2.66419, 6.08028, 2.42615], [-3.82947, 5.44173, 4.04868], [-1.82421, 7.03330, 5.04190], [-1.12837, 6.30410, 6.07977], [-0.97425, 7.89887, 4.22957], [-3.28578, 7.96794, 5.59089], [-3.89109, 6.93531, 6.68420], [-3.62333, 5.50902, 6.62854], [-3.73982, 7.50670, 8.00669], [-5.75433, 7.05247, 6.41884], [-6.11853, 8.24057, 5.91234], [-6.01217, 6.01546, 5.61394], [-6.51159, 6.87550, 7.55803], [-3.55822, -0.55044, 2.81436], [-4.40912, -1.05995, 3.74113], [-3.39716, 0.70232, 3.23438], [-2.35240, -1.22267, 2.91819], [-4.26786, -0.60985, 0.95619], [-3.18956, -1.29879, 0.20495], [-5.58547, -1.21953, 1.12705], [-4.32049, 1.04337, 0.28041], [-5.67443, 1.64612, 0.71387], [-6.73002, 1.27992, -0.22485], [-6.10471, 1.54779, 2.16368], [-5.47841, 3.53661, 0.45562], [-6.51751, 4.25362, 0.93962], [-4.37739, 4.02659, 1.08408], [-5.27717, 3.73108, -0.80639], [-0.12255, 1.45720, 1.74582], [-0.35723, 0.14139, 1.68886], [-0.73709, 2.06065, 2.75318], [1.12042, 1.64361, 2.07887], [-0.67177, 2.35707, 0.11662], [-1.86320, 3.17463, 0.36565], [0.52325, 3.06206, -0.31464], [-1.30142, 1.19883, -0.89229], [-0.03546, 0.69757, -1.71332], [0.10912, 1.53929, -2.92463], [1.19217, 0.48628, -0.96834], [-0.64989, -1.09069, -2.12792], [0.09958, -1.50724, -3.21186], [-0.38201, -2.02280, -1.17924], [-2.00759, -1.11204, -2.46895], [-2.25650, 3.23194, -4.77484], [-1.25621, 4.02050, -4.45726], [-2.91194, 3.72273, -5.82623], [-1.95731, 1.92494, -5.02591], [-3.61277, 3.26128, -3.34221], [-2.86270, 3.69611, -2.17243], [-4.74819, 4.09636, -3.66935], [-4.09554, 1.63666, -2.89343], [-5.33851, 1.35450, -3.78076], [-6.63327, 1.80045, -3.32705], [-5.09409, 1.57026, -5.19721], [-5.45855, -0.59664, -3.48117], [-6.26711, -1.02850, -4.45446], [-4.34020, -1.31086, -3.69697], [-5.89985, -0.79770, -2.24168], [7.14553, -6.31077, 1.23153], [7.11837, -5.48116, 0.05755], [8.27623, -4.83174, -0.06236], [8.21747, -4.03305, -1.38641], [7.24701, -2.88345, -1.39007], [6.14999, -3.17758, -2.28389], [4.96977, -2.21347, -1.95281], [4.42960, -2.46968, -0.62615], [3.21881, -1.79357, -0.39990], [7.82520, -7.15859, 1.14583], [6.18187, -6.80101, 1.36980], [7.53594, -5.70047, 2.04591], [9.17670, -5.44474, -0.02394], [8.44886, -4.22778, 0.82844], [8.33870, -4.72154, -2.22270], [9.10807, -3.40748, -1.32650], [5.70295, -4.11095, -1.94171], [6.42675, -3.12871, -3.33704], [4.25815, -2.52421, -2.71775], [5.14955, -1.15443, -2.13778], [3.44225, -0.76013, -0.66482], [3.03193, -1.62060, 0.65994], [2.42221, -2.24627, -0.99032], [6.69799, 6.15205, 4.54525], [6.04581, 5.52686, 3.39257], [6.25209, 4.13440, 3.42662], [5.40121, 3.49948, 2.29128], [4.55345, 4.47886, 1.76211], [3.57269, 4.06219, 0.79872], [2.51001, 5.22504, 0.67417], [3.06933, 6.46108, 0.94335], [2.30269, 7.55371, 0.68338], [7.73966, 5.88382, 4.72154], [6.16062, 6.04239, 5.48722], [6.68958, 7.23499, 4.42173], [5.90126, 3.81675, 4.40852], [7.28267, 3.80877, 3.28534], [4.74783, 2.71199, 2.66685], [6.01111, 3.17857, 1.44681], [3.15452, 3.05904, 0.88198], [4.16930, 3.99054, -0.11069], [1.84728, 4.99997, 1.50977], [1.88646, 5.20032, -0.21951], [1.31210, 7.48590, 1.13308], [2.14326, 7.67822, -0.38768], [2.66583, 8.54369, 0.95937], [-6.99010, -5.92493, -8.05678], [-5.69576, -5.67904, -7.65725], [-5.71952, -5.49585, -6.19997], [-4.29475, -6.02992, -5.61323], [-3.25287, -5.19452, -5.95563], [-3.18789, -4.06104, -5.08331], [-2.30945, -4.36282, -3.75958], [-2.77649, -5.28361, -2.72237], [-1.85569, -5.44551, -1.69987], [-7.39194, -6.80474, -7.55424], [-6.99059, -6.18006, -9.11649], [-7.60759, -5.05218, -7.84437], [-6.42956, -6.11045, -5.64662], [-5.84425, -4.46331, -5.87376], [-4.28085, -7.06410, -5.95727], [-4.47778, -6.15119, -4.54557], [-4.16236, -3.70699, -4.74691], [-2.83892, -3.20659, -5.66317], [-2.02643, -3.36686, -3.41888], [-1.34621, -4.79396, -4.03233], [-2.17945, -5.97328, -0.80280], [-1.68656, -4.49994, -1.18472], [-0.93466, -5.86737, -2.10216], [2.98838, -5.74901, 1.28851], [3.37716, -4.72097, 2.41590], [2.31534, -3.64760, 2.61558], [2.83678, -2.73149, 3.52438], [1.86698, -1.75362, 3.82359], [3.48721, -5.41704, 3.68301], [1.99149, -6.14946, 1.47276], [3.78776, -6.46614, 1.47514], [3.07088, -5.30551, 0.29624], [4.42237, -4.43692, 2.29365], [1.38914, -4.05422, 3.02167], [1.89532, -3.35001, 1.65479], [1.96688, -1.38928, 4.84603], [0.82278, -2.06441, 3.85764], [1.94719, -0.80353, 3.29538], [3.58946, -4.72769, 4.41406], [2.64934, -5.92383, 3.93049]],
  "forces_ev_per_angstrom": [[0.4, 0.5, 0.3], [-0.7, 0.2, 1.1], [-0.3, 0.8, -0.1], [1.1, 0.4, 0.4], [0.2, -0.3, 0.1], [-0.4, 1.2, -1.4], [-0.7, 0.4, -0.6], [-1.3, -0.3, 0.6], [2.6, -3.5, -0.9], [-0.3, 0.3, 2.5], [-0.4, 1.1, -0.5], [-0.2, 0.3, 0.0], [0.4, -0.6, 0.5], [-0.2, -0.6, -0.2], [-0.9, 0.9, -0.2], [1.0, 0.2, -1.0], [-0.2, -1.5, 1.1], [0.2, -0.6, 0.0], [0.8, 0.2, -0.7], [-0.3, 0.5, 0.5], [0.8, -2.4, 2.9], [-1.0, 0.3, -0.3], [0.9, -0.4, -0.9], [-1.1, 2.2, -0.2], [-3.9, 1.4, 2.1], [0.4, 0.5, 0.3], [1.9, 0.2, -3.3], [0.9, -0.7, 2.7], [0.2, -0.5, -0.8], [-0.5, -0.4, 0.0], [-0.6, 0.7, -1.9], [-1.0, 0.1, 0.5], [-0.2, 0.8, -0.1], [-1.6, -0.4, -0.3], [2.3, -0.1, -1.1], [-2.0, 3.3, 1.0], [1.9, -1.6, 0.4], [-1.1, -1.2, 0.3], [3.0, 0.1, 1.1], [1.5, 0.2, -3.1], [-0.5, -2.4, 1.7], [-1.3, -0.4, -0.2], [0.0, -0.9, -1.0], [-1.2, 0.7, 0.8], [-0.8, 1.6, -0.7], [2.7, 0.1, 0.7], [-2.5, -1.4, 0.2], [-0.1, -0.9, -0.2], [0.7, 0.0, -0.2], [0.5, 1.9, 0.3], [0.0, 1.0, 2.7], [0.2, -1.0, -1.0], [1.3, -1.1, -0.8], [1.6, 3.3, -1.8], [-4.0, -3.0, -1.8], [1.2, -0.2, 0.1], [0.7, -0.3, 0.7], [0.4, 1.6, -0.5], [-1.0, -0.1, 0.5], [0.4, 0.4, 0.6], [0.1, -0.3, -1.1], [-0.1, 0.0, -0.7], [-2.1, -2.9, 1.2], [1.0, 2.2, -1.0], [1.2, 2.6, 2.2], [0.5, -2.8, -1.4], [-1.1, 1.3, 2.8], [-0.1, -1.0, 0.1], [1.6, -0.8, -1.0], [0.9, 1.5, -0.3], [0.5, 0.0, -0.5], [-0.2, 0.7, 0.3], [-0.6, -0.1, 0.5], [0.3, -0.7, -0.7], [-0.2, 1.0, 0.0], [-1.0, 0.4, -0.4], [0.6, -0.4, -0.4], [0.3, -0.6, -0.6], [0.0, -0.1, 0.0], [-0.7, 0.1, -0.1], [0.3, 0.2, 0.4], [-0.8, 0.3, -0.7], [-0.2, -1.1, 0.1], [-0.3, 0.3, 0.3], [-0.8, 0.5, -0.8], [1.9, 1.0, 1.6], [-1.3, -0.1, -0.3], [-0.8, 0.6, -0.4], [-1.4, 0.4, 0.6], [1.3, 1.7, -1.3], [-0.3, -1.8, 1.6], [2.5, 0.2, 0.3], [-1.9, 0.9, -1.0], [0.1, -0.5, -0.4], [-0.3, -0.7, 0.0], [-0.1, 0.0, -0.6], [0.0, -0.6, 0.1], [0.4, 0.3, 0.1], [0.5, -0.6, 0.1], [0.5, -0.6, 0.2], [-0.4, 0.2, 0.8], [-0.1, 0.1, -0.7], [-0.6, 0.0, 0.1], [0.4, -0.2, -0.3], [-0.3, -0.1, 0.2], [-0.2, -0.2, -0.5], [0.9, -0.5, 0.7], [-0.6, -0.3, -0.7], [0.4, 0.2, 2.4], [3.2, -0.9, 0.3], [-3.7, 0.4, -0.5], [0.4, 0.3, 0.2], [0.4, -1.3, 1.9], [0.6, 0.0, -0.9], [-1.8, 0.8, -1.6], [0.7, 1.1, 0.8], [-0.3, -0.1, 0.3], [0.0, 0.3, -0.2], [-0.4, 0.0, -0.2], [-0.6, -0.2, -0.6], [-0.2, 0.2, -0.5], [1.0, 0.1, -0.6], [0.4, 0.4, 0.4], [-0.3, -0.4, 0.0], [0.8, -0.2, 0.2], [-0.5, 0.0, 0.8], [0.2, -0.1, -0.7], [-0.7, -1.0, -0.7], [0.6, 0.6, -0.5], [0.3, -0.1, 0.2], [1.1, 1.2, 1.5], [-1.4, -1.1, -0.1], [0.3, -1.0, -1.1], [-0.8, 1.1, -0.3], [-0.3, 1.5, 1.6], [0.5, -1.2, 1.0], [0.1, -0.2, -0.1], [-0.4, -0.7, -0.6], [0.0, -0.1, 0.1], [-0.4, 1.1, -0.8], [0.0, -0.8, 0.6], [0.7, 1.4, -0.3], [0.7, -0.4, 0.4], [0.0, -0.6, -0.8], [0.1, -0.4, -0.9], [0.2, 0.2, 0.1], [-0.3, -0.1, -0.2]]
}

***

{
  "formula": "C35H36N6O2SSiZn",
  "method": "wB97M-V/def2-TZVPD",
  "homo_lumo_gap_ev": 6.134,
  "e_above_lowest_kj_mol": 30.4,
  "elements": ["Zn", "C", "O", "C", "C", "C", "C", "C", "C", "N", "N", "C", "C", "O", "C", "C", "C", "C", "C", "C", "C", "C", "H", "H", "H", "H", "H", "H", "H", "H", "H", "H", "H", "H", "H", "C", "N", "C", "C", "N", "C", "S", "C", "C", "C", "C", "C", "N", "H", "H", "H", "H", "H", "H", "H", "H", "H", "C", "Si", "C", "C", "N", "C", "C", "C", "C", "C", "C", "H", "H", "H", "H", "H", "H", "H", "H", "H", "H", "H", "H", "H", "H"],
  "coordinates": [[-0.69176, 0.42079, -0.18791], [-0.24755, 1.96433, -3.55050], [0.41461, 1.23887, -2.49914], [1.63381, 0.80556, -2.71513], [2.33592, 1.05128, -3.90687], [3.71833, 0.83116, -3.93439], [4.41324, 0.48133, -2.79897], [3.70431, 0.20651, -1.65238], [2.31272, 0.38009, -1.55670], [1.61282, 0.32931, -0.32582], [2.46060, 0.05116, 0.66956], [2.11137, -0.08322, 1.96111], [0.72507, 0.10224, 2.44607], [-0.29400, 0.47169, 1.72565], [0.47724, 0.05339, 3.84586], [1.47727, -0.26548, 4.72606], [2.81508, -0.50860, 4.31622], [3.85098, -0.66171, 5.20004], [5.17208, -0.96205, 4.80872], [5.40897, -1.12071, 3.45841], [4.45366, -0.83551, 2.51382], [3.15135, -0.43713, 2.92504], [0.35824, 2.87972, -3.80297], [-0.40825, 1.30067, -4.44157], [-1.17709, 2.18174, -3.13260], [1.83304, 1.52266, -4.78323], [4.27284, 0.94436, -4.87971], [5.47373, 0.30764, -2.84083], [4.22906, -0.06405, -0.76830], [-0.54941, 0.28905, 4.18807], [1.21633, -0.41623, 5.75968], [3.63278, -0.61959, 6.26375], [5.90467, -1.17087, 5.56224], [6.36824, -1.48611, 3.12910], [4.68296, -0.92593, 1.46275], [-5.72211, 0.76208, -0.51430], [-4.82073, 1.88503, -0.33733], [-5.15994, 3.14799, 0.13846], [-4.07527, 3.87743, 0.27853], [-2.97392, 3.03745, -0.06992], [-3.44608, 1.82430, -0.49315], [-2.69544, 0.53199, -1.21919], [-1.59656, 3.51455, -0.12180], [-1.35753, 4.89273, -0.33134], [-0.04897, 5.33238, -0.43422], [0.96705, 4.46532, -0.07800], [0.64117, 3.14497, 0.15978], [-0.58620, 2.63839, 0.03503], [-6.65512, 1.12271, -0.93085], [-5.97632, 0.29421, 0.43817], [-5.30536, 0.06728, -1.23784], [-6.21170, 3.33845, 0.35878], [-3.89188, 4.89175, 0.61135], [-2.15793, 5.62131, -0.35953], [0.19836, 6.37698, -0.68284], [2.03461, 4.75085, 0.02874], [1.41383, 2.46092, 0.50194], [-1.53312, -1.63309, -3.50698], [-0.98353, -2.62602, -2.02824], [0.64398, -3.35334, -2.57462], [-2.35517, -3.92772, -1.75791], [-0.77339, -1.69746, -0.55218], [-1.04876, -2.45169, 0.58774], [-0.02062, -3.25910, 1.19064], [-0.24152, -3.84654, 2.44676], [-1.46473, -3.77993, 3.03828], [-2.51323, -3.08287, 2.41398], [-2.33467, -2.44200, 1.18985], [-0.83629, -0.86951, -3.89140], [-2.43260, -1.03869, -3.36661], [-1.73021, -2.28980, -4.31191], [0.62486, -3.82224, -3.58461], [0.96236, -4.11364, -1.86685], [1.39734, -2.60068, -2.56005], [-2.57971, -4.39602, -2.70996], [-3.27409, -3.42399, -1.40474], [-2.11044, -4.67017, -1.02178], [0.92695, -3.36905, 0.70001], [0.54932, -4.37291, 3.00466], [-1.63737, -4.19924, 4.01747], [-3.50600, -3.02876, 2.91244], [-3.15652, -1.94091, 0.71045]],
  "forces_ev_per_angstrom": [[1.8, -1.8, 0.1], [1.9, -0.8, -0.7], [-2.8, 0.6, -0.3], [2.4, 0.6, -0.1], [0.0, 0.1, -0.2], [-0.1, 0.3, -1.2], [-0.4, -0.7, -0.3], [-0.7, 0.2, 0.2], [1.1, 0.1, -0.3], [1.5, -0.8, 2.3], [-1.4, 0.3, -1.8], [-2.2, 0.1, 0.1], [-0.2, 1.2, -1.5], [1.4, -0.7, 1.0], [0.4, -0.4, 1.4], [-1.3, 0.1, -0.7], [0.3, 0.8, -2.0], [1.9, -0.8, 1.3], [-2.1, 0.2, 0.5], [0.6, -0.1, -0.4], [-1.0, 0.4, 0.4], [-0.1, -0.6, -0.4], [-0.7, -0.8, 0.1], [0.3, 0.7, 0.6], [-1.6, 0.7, 0.5], [0.5, -0.8, 0.8], [-0.4, 0.2, 0.5], [0.2, 0.1, 0.1], [0.2, -0.2, 0.5], [0.8, -0.4, -0.3], [0.1, 0.2, 0.4], [0.0, 0.0, 0.0], [0.3, 0.0, 0.1], [0.2, 0.0, -0.1], [-0.1, 0.0, 0.0], [-0.4, 0.3, -0.1], [1.4, 0.5, 0.3], [-2.1, -1.2, -0.1], [2.1, 0.3, 0.1], [0.6, 0.6, -0.2], [-1.4, 0.6, 0.0], [-0.5, -0.1, -0.3], [0.1, 0.3, -0.2], [-0.4, -0.6, 0.1], [0.4, 0.7, 0.5], [0.9, -0.1, -0.1], [0.4, -0.2, 0.3], [-1.3, 1.1, 0.1], [-0.1, 0.2, -0.1], [0.4, -0.2, -0.1], [0.1, -0.1, 0.3], [0.6, 0.2, -0.1], [-0.3, -0.4, 0.0], [0.0, -0.2, -0.4], [-0.4, -0.6, 0.2], [-1.0, 0.0, -0.2], [-0.2, -0.1, -0.3], [0.1, 1.8, 0.3], [-0.1, 0.6, 1.3], [-0.5, -1.3, -0.6], [0.0, 1.0, -0.3], [-0.4, 0.0, -1.3], [0.7, -0.5, 0.5], [-1.5, 0.6, 0.7], [1.2, -0.3, -0.7], [-1.6, 0.8, 0.4], [-0.5, 0.0, 0.2], [1.1, -0.6, 0.8], [0.3, -0.5, 0.3], [-0.4, -0.2, 0.2], [-0.2, -0.9, -1.0], [0.0, 0.3, 0.6], [0.1, -0.2, 0.1], [0.6, 0.8, -0.1], [-0.1, -0.3, -0.2], [0.4, -0.1, -0.2], [0.2, -0.4, 0.3], [0.3, 0.2, -0.2], [-0.2, 0.2, -0.6], [0.0, -0.2, 0.1], [0.8, -0.1, -0.4], [-0.1, 0.3, -0.2]]
}